14
Properties=species:S:1:pos:R:3:forces:R:3 method="wB97M-V/def2-TZVPD" spin_multiplicity=1 homo_energy_ev=-9.319 e_tot_ha=-303.773952 relative_energy_kj_mol=310.27 gap_ev=10.2
C -1.681754 0.682554 -1.589252 1.2 2.9 -2.2
C -1.738871 -0.563250 -1.193016 -1.0 -1.4 0.7
O -1.482100 -0.918638 0.133391 0.5 -0.6 -1.1
H -1.386774 1.540152 -0.938470 -0.1 -1.1 -0.2
H -1.669716 1.014044 -2.706558 -0.8 -1.0 2.1
H -2.242635 -1.335186 -1.835820 1.1 0.5 0.5
H -0.618139 -1.439384 0.162201 -1.3 0.7 0.1
N 1.915722 0.888260 1.122836 2.4 2.3 -0.1
C 0.921484 -0.018257 1.271707 -0.2 -1.8 0.3
N 1.099780 -1.267510 0.967853 -1.2 1.6 1.7
H 1.867624 1.766374 0.566187 -0.3 -1.2 1.1
H 2.855134 0.593128 1.408454 -0.6 0.3 -0.7
H 0.086265 0.352261 1.871611 -0.6 -0.3 -1.1
H 2.073975 -1.294550 0.758876 0.9 -0.7 -1.1